Formula: C13H17Cl11F12MgNaO12S4
Source: the OMol25 dataset
Level of theory: wB97M-V/def2-TZVPD

XYZ file:
```
71
Properties=species:S:1:pos:R:3:mulliken_charge:R:1
Na 1.67 -3.36 -0.23 0.98
Mg -2.19 -1.38 -1.90 1.48
C -2.06 2.44 -3.75 0.63
F -2.46 3.49 -4.40 -0.23
F -1.01 1.92 -4.40 -0.20
F -1.60 2.87 -2.55 -0.23
S -3.42 1.24 -3.54 1.22
O -3.60 0.67 -4.82 -0.68
O -2.82 0.32 -2.56 -0.40
O -4.49 2.03 -3.01 -0.68
C -2.47 -5.65 -0.67 0.44
F -3.73 -5.67 -1.12 -0.23
F -2.49 -5.29 0.58 -0.21
F -1.99 -6.87 -0.74 -0.20
S -1.43 -4.55 -1.67 1.34
O -1.53 -5.06 -2.97 -0.61
O -2.08 -3.25 -1.48 -0.25
O -0.13 -4.60 -1.04 -0.70
C 1.59 -0.56 -4.15 0.39
F 2.57 -0.99 -4.82 -0.21
F 2.10 0.22 -3.16 -0.24
F 0.83 0.20 -4.95 -0.24
S 0.67 -1.98 -3.49 0.91
O 1.51 -2.49 -2.42 -0.59
O -0.57 -1.40 -3.00 -0.85
O 0.53 -2.80 -4.61 -0.56
C 0.44 1.32 -0.06 0.21
F 0.88 1.31 -1.32 0.01
F 1.42 1.69 0.71 -0.16
F -0.54 2.23 0.05 -0.21
S -0.09 -0.35 0.44 0.64
O -0.48 -0.21 1.82 -0.54
O -1.16 -0.64 -0.46 -1.06
O 1.07 -1.13 0.20 -0.12
Cl 3.79 -1.61 5.97 -0.22
C 2.27 -0.89 5.32 -0.45
C 2.32 -0.71 3.79 0.16
Cl 2.35 -2.30 3.00 -0.20
H 2.13 0.07 5.82 0.23
H 1.47 -1.54 5.66 0.36
H 3.18 -0.12 3.50 0.32
H 1.41 -0.24 3.43 -0.23
Cl 4.26 -0.97 -0.06 -0.19
C 4.21 0.72 -0.65 0.52
C 5.58 1.26 -0.97 -0.35
Cl 6.53 1.63 0.51 -0.24
H 3.69 1.29 0.10 -0.17
H 3.57 0.69 -1.54 -0.23
H 5.46 2.23 -1.45 0.27
H 6.14 0.63 -1.64 0.40
Cl -4.10 -1.30 -0.42 0.00
C -5.07 -1.16 1.09 -0.60
C -6.16 -2.14 1.01 -0.37
Cl -7.19 -1.98 2.43 -0.21
H -5.45 -0.15 1.11 0.38
H -4.42 -1.34 1.93 0.33
H -5.80 -3.16 0.95 0.27
H -6.74 -1.96 0.11 0.33
Cl 1.90 6.37 2.29 -0.21
C 2.80 5.96 0.79 -0.51
C 2.46 4.57 0.37 -0.23
Cl 3.18 4.22 -1.24 -0.21
H 3.86 6.05 1.03 0.33
H 2.59 6.68 0.01 0.35
H 1.38 4.46 0.26 0.23
H 2.78 3.80 1.06 0.24
C -1.43 1.38 5.10 0.73
Cl -0.18 1.67 6.28 -0.17
Cl -1.79 2.85 4.30 -0.12
Cl -2.83 0.67 5.87 -0.16
H -1.09 0.66 4.37 -0.27
```

Calculated values
calculated total energy: -261896.9073 eV
net charge: -1
molecular weight: 1158.8 g mol⁻¹
2S+1: 1

***

Formula: C13H17Cl3GeN4O6P2Sr
Source: the OMol25 dataset
Level of theory: wB97M-V/def2-TZVPD

XYZ file:
```
47
Properties=species:S:1:pos:R:3:mulliken_spin:R:1
Sr -0.05 0.17 0.29 0.01
N 1.37 -2.52 -2.88 0.00
C 1.47 -2.55 -1.36 0.01
C 2.25 -3.81 -0.99 0.00
P -0.33 -2.76 -0.86 0.00
O -0.21 -2.70 0.77 -0.04
O -0.75 -4.05 -1.41 0.00
O -1.02 -1.45 -1.17 0.00
P 2.53 -1.04 -1.00 0.00
O 2.46 -1.00 0.65 -0.03
O 3.86 -1.31 -1.56 0.00
O 1.70 0.17 -1.35 0.00
H 0.87 -3.35 -3.21 0.00
H 2.31 -2.49 -3.29 0.00
H 0.86 -1.68 -3.18 0.00
H 1.72 -4.70 -1.32 0.00
H 2.34 -3.87 0.10 0.00
H 3.26 -3.78 -1.40 0.00
H -0.38 -3.54 1.22 0.02
H 3.28 -1.24 1.09 0.01
Cl 2.05 -0.19 4.81 0.12
Ge 0.37 -0.66 3.62 0.66
Cl -0.55 1.25 3.02 0.11
Cl -1.08 -1.72 4.74 0.13
C -3.24 3.76 -0.72 0.00
C -2.61 2.62 -0.25 0.00
N -1.34 2.33 -0.52 0.00
C -0.64 3.19 -1.28 0.00
C -1.18 4.35 -1.82 0.00
C -2.51 4.63 -1.51 0.00
C -0.35 5.24 -2.64 0.00
C -0.64 5.79 -3.82 0.00
C -1.82 5.57 -4.67 0.00
C -2.11 6.46 -5.69 0.00
C -3.23 6.20 -6.47 0.00
N -3.99 5.13 -6.27 0.00
C -3.62 4.33 -5.27 0.00
N -2.59 4.49 -4.46 0.00
H -4.27 3.96 -0.46 0.00
H -3.16 1.91 0.36 0.00
H 0.39 2.93 -1.49 0.00
H -2.96 5.54 -1.89 0.00
H 0.63 5.48 -2.22 0.00
H 0.10 6.47 -4.24 0.00
H -1.49 7.33 -5.88 0.00
H -3.51 6.86 -7.28 0.00
H -4.24 3.46 -5.11 0.00
```

Calculated values
calculated total energy: -145503.9795 eV
net charge: +1
molecular weight: 653.8 g mol⁻¹
energy relative to the best compared isomer or geometry (same formula, charge and spin): 0.392 eV
2S+1: 2

***

Formula: C13H17ClN2O4Pd
Source: the OMol25 dataset
Level of theory: wB97M-V/def2-TZVPD

XYZ file:
```
38
Properties=species:S:1:pos:R:3:mulliken_spin:R:1
C 3.20 0.45 1.46 -0.02
C 2.20 1.08 2.32 0.50
H 3.56 -0.50 1.84 0.00
H 4.05 1.12 1.45 0.03
H 2.75 0.37 0.46 0.04
H 1.37 1.58 1.80 0.03
H 2.19 0.87 4.28 0.02
H 2.76 2.14 2.91 0.11
C 0.72 -1.79 -2.23 -0.01
C 0.66 -3.09 -2.74 0.03
C -0.59 -3.63 -3.05 -0.01
C -1.76 -2.97 -2.65 0.00
H 1.62 -1.25 -1.91 -0.01
H 1.59 -3.63 -2.93 0.00
H -0.67 -4.58 -3.60 0.00
H -2.75 -3.38 -2.77 0.00
N -0.43 -1.10 -2.13 0.02
C -1.65 -1.69 -2.07 0.01
C -2.67 -0.90 -1.39 0.01
N -2.22 0.30 -0.92 0.05
C -2.86 0.96 0.06 -0.01
C -4.80 -0.40 -0.36 -0.01
C -4.19 0.64 0.35 0.01
H -2.31 1.74 0.59 0.00
H -4.74 1.23 1.09 0.00
C -4.02 -1.22 -1.17 0.00
H -4.41 -2.11 -1.67 0.00
H -5.88 -0.57 -0.28 0.00
Pd -0.47 0.93 -1.90 0.83
C 0.44 2.50 -1.45 0.05
H -0.38 3.24 -1.54 -0.02
H 1.10 2.61 -2.32 0.06
H 0.96 2.40 -0.48 -0.01
O 5.07 1.30 3.96 0.00
Cl 4.21 2.27 4.62 0.02
O 3.18 1.62 5.48 0.00
O 3.34 3.01 3.44 0.17
O 1.82 0.44 3.46 0.08
```

Calculated values
calculated total energy: -40916.8946 eV
molecular weight: 407.2 g mol⁻¹
2S+1: 3

***

Please write out number 2 again, unchanged.
Formula: C13H17Cl3GeN4O6P2Sr
Source: the OMol25 dataset
Level of theory: wB97M-V/def2-TZVPD

XYZ file:
```
47
Properties=species:S:1:pos:R:3:mulliken_spin:R:1
Sr -0.05 0.17 0.29 0.01
N 1.37 -2.52 -2.88 0.00
C 1.47 -2.55 -1.36 0.01
C 2.25 -3.81 -0.99 0.00
P -0.33 -2.76 -0.86 0.00
O -0.21 -2.70 0.77 -0.04
O -0.75 -4.05 -1.41 0.00
O -1.02 -1.45 -1.17 0.00
P 2.53 -1.04 -1.00 0.00
O 2.46 -1.00 0.65 -0.03
O 3.86 -1.31 -1.56 0.00
O 1.70 0.17 -1.35 0.00
H 0.87 -3.35 -3.21 0.00
H 2.31 -2.49 -3.29 0.00
H 0.86 -1.68 -3.18 0.00
H 1.72 -4.70 -1.32 0.00
H 2.34 -3.87 0.10 0.00
H 3.26 -3.78 -1.40 0.00
H -0.38 -3.54 1.22 0.02
H 3.28 -1.24 1.09 0.01
Cl 2.05 -0.19 4.81 0.12
Ge 0.37 -0.66 3.62 0.66
Cl -0.55 1.25 3.02 0.11
Cl -1.08 -1.72 4.74 0.13
C -3.24 3.76 -0.72 0.00
C -2.61 2.62 -0.25 0.00
N -1.34 2.33 -0.52 0.00
C -0.64 3.19 -1.28 0.00
C -1.18 4.35 -1.82 0.00
C -2.51 4.63 -1.51 0.00
C -0.35 5.24 -2.64 0.00
C -0.64 5.79 -3.82 0.00
C -1.82 5.57 -4.67 0.00
C -2.11 6.46 -5.69 0.00
C -3.23 6.20 -6.47 0.00
N -3.99 5.13 -6.27 0.00
C -3.62 4.33 -5.27 0.00
N -2.59 4.49 -4.46 0.00
H -4.27 3.96 -0.46 0.00
H -3.16 1.91 0.36 0.00
H 0.39 2.93 -1.49 0.00
H -2.96 5.54 -1.89 0.00
H 0.63 5.48 -2.22 0.00
H 0.10 6.47 -4.24 0.00
H -1.49 7.33 -5.88 0.00
H -3.51 6.86 -7.28 0.00
H -4.24 3.46 -5.11 0.00
```

Calculated values
calculated total energy: -145503.9795 eV
net charge: +1
molecular weight: 653.8 g mol⁻¹
energy relative to the best compared isomer or geometry (same formula, charge and spin): 0.392 eV
2S+1: 2

***

Question: Which formula does entry 2 have?
Answer: C13H17Cl3GeN4O6P2Sr